{"formula": "C4H5NO", "method": "ωB97M-V with the def2-TZVPD basis set", "elements": ["C", "C", "C", "N", "O", "C", "H", "H", "H", "H", "H"], "xyz": [[0.12, 0.74, 1.46], [-0.15, 0.16, 0.29], [-1.20, -0.76, -0.17], [-0.83, -1.41, -1.21], [0.40, -0.97, -1.65], [0.78, 0.17, -0.88], [-0.57, 0.85, 2.28], [1.13, 1.11, 1.62], [-2.13, -1.04, 0.32], [1.83, 0.11, -0.57], [0.62, 1.07, -1.49]], "mulliken_charge": [-0.8569, 0.7314, -0.4315, -0.2905, -0.1977, -0.4003, 0.2836, 0.2354, 0.4038, 0.3081, 0.2146], "total_energy_ha": -285.32073, "total_charge": 0, "smiles": "C=C1C=NOC1", "gap_ev": 9.62, "e_above_lowest_ev": 2.5540}

***

{"formula": "C38H46AuIN5O3PTe", "method": "ωB97M-V with the def2-TZVPD basis set", "elements": ["Au", "C", "C", "N", "C", "C", "C", "O", "C", "C", "N", "C", "C", "C", "C", "C", "C", "I", "C", "O", "H", "H", "H", "H", "H", "H", "H", "H", "H", "H", "H", "H", "O", "P", "N", "C", "C", "C", "C", "N", "C", "C", "C", "C", "N", "C", "C", "C", "C", "H", "H", "H", "H", "H", "H", "H", "H", "H", "H", "H", "H", "H", "H", "H", "H", "H", "H", "H", "H", "H", "H", "H", "H", "Te", "C", "C", "C", "C", "C", "C", "C", "C", "C", "C", "C", "C", "H", "H", "H", "H", "H", "H", "H", "H", "H", "H"], "xyz": [[-1.81, -0.30, 0.05], [-1.86, 4.15, -0.48], [-1.46, 3.63, 0.86], [-0.88, 4.46, 1.70], [-0.50, 4.05, 2.91], [-0.67, 2.76, 3.36], [-0.20, 2.37, 4.73], [0.76, 1.33, 4.62], [-1.26, 1.83, 2.47], [-1.38, 0.46, 2.89], [-1.71, -0.55, 2.16], [-1.86, -1.83, 2.75], [-2.25, -2.00, 4.07], [-2.33, -3.26, 4.64], [-2.05, -4.38, 3.89], [-1.71, -4.25, 2.55], [-1.64, -2.98, 2.00], [-1.17, -2.84, -0.05], [-1.70, 2.29, 1.22], [-2.45, 1.56, 0.37], [-1.68, 5.22, -0.52], [-2.91, 3.95, -0.69], [-1.27, 3.67, -1.26], [-0.03, 4.79, 3.55], [-1.05, 2.04, 5.34], [0.22, 3.25, 5.21], [1.23, 1.24, 5.46], [-1.13, 0.27, 3.94], [-2.52, -1.13, 4.66], [-2.63, -3.36, 5.67], [-2.12, -5.37, 4.32], [-1.52, -5.13, 1.94], [0.60, 0.27, 0.29], [2.05, -0.02, 0.06], [2.52, -1.27, 1.03], [1.90, -1.37, 2.36], [2.68, -2.48, 3.04], [4.09, -2.27, 2.50], [3.85, -1.91, 1.04], [2.89, 1.37, 0.36], [4.26, 1.63, -0.08], [4.42, 3.13, 0.14], [3.57, 3.38, 1.38], [2.36, 2.48, 1.18], [2.36, -0.47, -1.49], [1.71, 0.32, -2.55], [2.24, -0.29, -3.84], [3.65, -0.72, -3.45], [3.45, -1.28, -2.05], [0.84, -1.60, 2.26], [1.99, -0.43, 2.92], [2.30, -3.46, 2.74], [2.62, -2.42, 4.13], [4.74, -3.14, 2.61], [4.56, -1.43, 3.02], [3.84, -2.81, 0.41], [4.62, -1.24, 0.67], [4.39, 1.35, -1.13], [4.99, 1.07, 0.52], [4.02, 3.68, -0.71], [5.47, 3.42, 0.27], [3.29, 4.43, 1.50], [4.12, 3.08, 2.28], [1.56, 2.99, 0.64], [1.96, 2.11, 2.12], [1.98, 1.38, -2.48], [0.62, 0.25, -2.46], [2.22, 0.42, -4.67], [1.63, -1.16, -4.12], [4.31, 0.15, -3.42], [4.09, -1.45, -4.13], [4.36, -1.20, -1.45], [3.16, -2.34, -2.09], [-2.38, 0.68, -2.32], [-1.76, -0.64, -3.83], [-1.44, -0.03, -5.04], [-1.07, -0.82, -6.12], [-1.02, -2.20, -5.99], [-1.33, -2.80, -4.78], [-1.70, -2.02, -3.69], [-4.42, 0.16, -2.29], [-4.83, -1.16, -2.27], [-6.19, -1.44, -2.29], [-7.11, -0.40, -2.33], [-6.69, 0.92, -2.35], [-5.33, 1.21, -2.33], [-1.47, 1.05, -5.15], [-0.82, -0.35, -7.06], [-0.73, -2.81, -6.83], [-1.29, -3.87, -4.68], [-1.95, -2.49, -2.76], [-4.12, -1.97, -2.24], [-6.53, -2.47, -2.27], [-8.17, -0.63, -2.35], [-7.41, 1.72, -2.39], [-5.00, 2.24, -2.35]], "mulliken_charge": [1.1517, -1.1487, 0.7224, -0.5424, -1.3025, 0.9115, -1.2511, -0.3977, 0.9557, -0.1677, -0.2494, 0.0485, -0.2667, -0.9213, -0.6827, -0.8936, 0.5208, 0.2479, 0.3917, -1.3606, 0.3903, 0.3037, 0.1732, 0.3942, 0.4163, 0.4749, 0.3000, 0.6786, 0.6227, 0.4362, 0.4469, 0.4337, 1.7193, -3.4871, 0.6431, 0.7661, -0.5988, -0.9868, -0.2054, 0.9917, -0.1042, -0.8744, -0.8029, 0.4263, 0.3216, 0.7930, -0.4175, -0.9446, -0.2089, -0.8221, 0.0263, 0.2849, 0.4486, 0.4447, 0.3088, 0.3238, 0.2306, 0.0295, 0.2342, 0.3135, 0.4297, 0.4240, 0.3328, -0.0605, -0.2357, 0.3158, -1.1661, 0.4201, 0.1300, 0.2804, 0.4651, 0.2392, 0.3093, 0.5609, 0.9069, -0.6685, -0.6576, -0.5744, -0.9531, -0.2745, 1.0031, -0.2040, -0.7239, -0.5178, -0.6721, -0.6353, 0.4263, 0.4508, 0.4350, 0.4484, 0.1713, 0.2610, 0.4321, 0.4204, 0.4193, 0.3720], "total_energy_ha": -3017.39835, "total_charge": 2, "gap_ev": [4.89, 4.89]}

***

{"formula": "C23H27N3O3S", "method": "ωB97M-V with the def2-TZVPD basis set", "elements": ["C", "C", "C", "C", "C", "C", "C", "C", "C", "N", "C", "C", "C", "C", "C", "O", "C", "S", "N", "C", "C", "C", "C", "C", "O", "C", "O", "N", "C", "C", "H", "H", "H", "H", "H", "H", "H", "H", "H", "H", "H", "H", "H", "H", "H", "H", "H", "H", "H", "H", "H", "H", "H", "H", "H", "H", "H"], "xyz": [[5.51, 5.31, -1.90], [4.72, 4.06, -1.67], [4.18, 3.38, -2.76], [3.44, 2.22, -2.62], [2.88, 1.51, -3.81], [3.23, 1.71, -1.32], [2.49, 0.52, -1.05], [2.27, 0.07, 0.20], [1.46, -1.17, 0.47], [0.09, -0.84, 0.83], [-0.19, -0.73, 2.25], [-0.62, -2.05, 2.83], [-1.83, -2.67, 2.93], [-1.58, -3.93, 3.51], [-0.23, -3.99, 3.71], [0.35, -2.86, 3.30], [-0.86, -0.75, -0.13], [-0.48, -0.90, -1.74], [-2.12, -0.46, 0.26], [-3.26, -0.56, -0.63], [-4.06, -1.84, -0.32], [-5.33, -1.95, -1.17], [-6.39, -1.33, -0.25], [-5.89, -1.77, 1.12], [-4.48, -1.80, 1.04], [2.80, 0.79, 1.35], [2.64, 0.47, 2.52], [3.53, 1.91, 1.04], [3.76, 2.40, -0.22], [4.50, 3.57, -0.40], [6.37, 5.10, -2.53], [5.86, 5.73, -0.96], [4.89, 6.06, -2.40], [4.35, 3.77, -3.76], [3.09, 2.08, -4.72], [1.80, 1.39, -3.71], [3.32, 0.52, -3.91], [2.08, -0.04, -1.88], [1.45, -1.80, -0.42], [1.90, -1.73, 1.31], [-0.95, 0.04, 2.43], [0.74, -0.41, 2.74], [-2.79, -2.29, 2.63], [-2.30, -4.69, 3.74], [0.40, -4.75, 4.13], [-2.37, -0.62, 1.22], [-3.89, 0.31, -0.48], [-2.89, -0.59, -1.65], [-3.40, -2.70, -0.45], [-5.56, -3.00, -1.36], [-5.23, -1.43, -2.12], [-6.38, -0.24, -0.34], [-7.39, -1.69, -0.46], [-6.26, -2.77, 1.37], [-6.17, -1.08, 1.92], [3.92, 2.42, 1.83], [4.90, 4.09, 0.46]], "mulliken_charge": [-1.5613, 0.7526, -0.8077, 1.2099, -1.7281, 0.7325, -0.2153, 0.7040, -2.5548, 0.5720, -1.6180, 0.7881, -0.0894, -0.6487, -0.5168, -0.3207, 0.7104, -0.5019, -0.1219, -1.4638, 0.6150, -0.7377, -0.6238, -0.5895, -0.3709, 0.3983, -0.8021, -0.0226, -0.6303, -0.8055, 0.3447, 0.3360, 0.3436, 0.3727, 0.3705, 0.3828, 0.3600, 0.5609, 0.9263, 0.4494, 0.6214, 0.2174, 0.4621, 0.4455, 0.4636, 0.1705, 0.2670, 0.5036, 0.1700, 0.3412, 0.3464, 0.2488, 0.3840, 0.3154, 0.3133, 0.2240, 0.3069], "total_energy_ha": -1680.84809, "total_charge": 0, "smiles": "Cc1cc(C)c2cc(CN(Cc3ccco3)C(=S)NC[C@@H]3CCCO3)c(=O)[nH]c2c1", "gap_ev": 8.28, "e_above_lowest_ev": 1.0285}